(1)
{"formula": "C6H34N2O9", "method": "wB97M-V/def2-TZVPD", "symbols": ["C", "N", "C", "C", "C", "C", "C", "N", "H", "H", "H", "H", "H", "H", "H", "H", "H", "H", "H", "H", "H", "H", "H", "H", "H", "H", "O", "H", "H", "O", "H", "H", "O", "H", "H", "O", "H", "H", "O", "H", "H", "O", "H", "H", "O", "H", "H", "O", "H", "H", "O"], "xyz": [[-0.94672, 2.12348, -2.11842], [0.20518, 1.42315, -1.34158], [1.04946, 2.31318, -0.46218], [1.82878, 1.55261, 0.51091], [0.91789, 1.01910, 1.58338], [3.06287, 2.44996, 1.09477], [-1.49228, 1.08337, -3.21291], [-2.06560, -0.07101, -2.46799], [-0.57363, 2.94040, -2.71756], [-1.80257, 2.27059, -1.37598], [-0.25837, 0.83251, -0.61122], [1.67023, 2.88692, -1.12088], [0.43378, 3.07485, 0.12490], [2.35964, 0.57803, 0.04672], [1.18361, 0.97366, 2.69514], [-0.01634, 1.58146, 1.68586], [0.68839, -0.01660, 1.38403], [2.79607, 3.46464, 1.70760], [3.48730, 1.87737, 1.85792], [3.68358, 2.85642, 0.27748], [-2.31161, 1.66479, -3.95480], [-0.68462, 0.73515, -3.83690], [-1.61554, -0.96394, -2.37353], [-2.43703, 0.22988, -1.60663], [0.51022, -4.40795, 0.95089], [0.32702, -3.22274, 0.33966], [0.10016, -3.59813, 1.20285], [-0.51588, -1.60906, -0.11877], [-1.55460, -1.60875, 0.91849], [-1.14886, -1.02574, 0.17457], [-0.57359, -3.13069, -2.75201], [0.61455, -2.24061, -2.97407], [-0.19127, -2.50089, -2.36443], [-3.17105, 0.98113, 1.21526], [-1.82051, 0.56720, 0.19560], [-2.45135, 1.22263, 0.49280], [-1.36240, 0.90985, 4.21759], [-1.94811, 1.78002, 3.23770], [-2.03356, 1.01688, 3.77135], [1.30909, -0.09985, -3.38036], [2.58842, -0.91382, -3.88527], [1.71848, -1.00482, -3.64022], [-2.64084, -0.34375, 2.82626], [-3.42825, -1.59257, 2.83944], [-2.58411, -1.23607, 2.40876], [0.68979, -2.00580, 3.60927], [1.32376, -3.26231, 2.86520], [1.33772, -2.80254, 3.79593], [1.60865, -2.13837, -1.33161], [2.25360, -1.99501, 0.12899], [1.88045, -2.61823, -0.51198]], "forces_ev_per_angstrom": [[-0.14, -2.72, 0.25], [-1.04, 0.56, 0.91], [-2.15, 1.15, -1.64], [3.66, -0.95, 1.34], [-0.66, -0.53, 2.63], [-2.86, 2.50, -0.34], [-1.73, 0.69, 1.19], [-0.43, 1.08, -1.90], [0.10, 0.79, 0.58], [1.15, 0.70, -1.26], [0.44, 0.29, -1.44], [0.55, 0.39, -0.40], [0.46, -0.79, -0.67], [-1.00, 2.31, 0.54], [0.86, 0.33, -1.46], [-0.09, -0.10, -0.64], [-0.53, -0.19, -0.16], [-0.24, -2.30, -1.53], [1.48, -1.00, 0.70], [0.15, -0.81, 0.47], [1.99, -1.56, 2.00], [0.30, 0.01, -0.35], [0.64, 0.32, -0.33], [-0.57, 0.14, 0.82], [0.36, -1.86, 0.60], [0.07, 1.03, -0.03], [-0.38, 0.42, -0.32], [2.49, -1.66, -1.87], [0.37, 1.91, -1.28], [-2.71, -0.47, 2.88], [-4.99, -8.14, -4.86], [-2.20, -0.38, 1.34], [7.02, 8.44, 3.22], [2.89, -0.17, -2.77], [-0.40, -1.40, 0.98], [-3.02, 1.85, 2.17], [10.88, -1.72, 7.18], [0.28, 1.21, -0.84], [-11.18, 0.87, -6.28], [1.23, -2.04, -0.42], [3.10, 0.66, -0.81], [-4.35, 1.41, 1.54], [1.01, -0.38, -0.35], [1.78, -0.01, -1.16], [-2.83, -0.15, 1.76], [1.88, -2.48, 0.57], [-0.22, 1.28, 2.48], [-1.78, 1.28, -3.03], [0.46, -0.28, 1.15], [-0.10, 0.01, -0.45], [-0.04, 0.50, -0.71]], "mulliken_charge": [-0.635, 0.250, -0.989, 1.211, -0.684, -1.626, -0.646, -0.536, 0.448, 0.308, -0.215, 0.485, 0.191, -0.160, 0.407, 0.103, 0.096, 0.252, 0.484, 0.390, 0.211, 0.311, 0.384, 0.352, 0.328, 0.235, -0.628, -0.008, 0.320, -0.352, 0.165, 0.335, -0.500, 0.223, 0.135, -0.545, 0.234, 0.293, -0.591, 0.318, 0.257, -0.663, 0.293, 0.301, -0.555, 0.311, 0.370, -0.654, 0.324, 0.294, -0.632], "max_force_ha_per_bohr": 0.256, "homo_ev": -8.10, "smiles": "CC(C)CNCCN.O.O.O.O.O.O.O.O.O", "homo_lumo_gap_ev": 8.344}

=====

(2)
{"formula": "C36H78N2O8", "method": "wB97M-V/def2-TZVPD", "symbols": ["C", "C", "N", "C", "C", "C", "C", "H", "H", "H", "H", "H", "H", "H", "H", "H", "H", "H", "H", "H", "H", "H", "C", "C", "N", "C", "C", "C", "C", "H", "H", "H", "H", "H", "H", "H", "H", "H", "H", "H", "H", "H", "H", "H", "C", "C", "O", "C", "H", "H", "H", "H", "H", "H", "C", "C", "O", "C", "H", "H", "H", "H", "H", "H", "C", "C", "O", "C", "H", "H", "H", "H", "H", "H", "C", "C", "O", "C", "H", "H", "H", "H", "H", "H", "C", "C", "O", "C", "H", "H", "H", "H", "H", "H", "C", "C", "O", "C", "H", "H", "H", "H", "H", "H", "C", "C", "O", "C", "H", "H", "H", "H", "H", "H", "C", "C", "O", "C", "H", "H", "H", "H", "H", "H"], "xyz": [[-6.75394, 4.22225, 2.23286], [-7.87848, 4.83229, 3.09503], [-7.92165, 6.28130, 3.10349], [-6.66828, 6.92018, 3.51535], [-6.14660, 6.43623, 4.87310], [-8.51877, 6.77702, 1.85408], [-8.69885, 8.32210, 1.90766], [-5.76773, 4.45763, 2.63299], [-6.83982, 4.53296, 1.19161], [-6.94490, 3.15020, 2.18448], [-8.86484, 4.52077, 2.75128], [-7.79943, 4.48691, 4.12584], [-5.91638, 6.74344, 2.74626], [-6.72844, 8.00626, 3.58553], [-5.74330, 5.43173, 4.74486], [-5.30727, 7.08858, 5.11407], [-6.86936, 6.53450, 5.68307], [-9.48978, 6.30059, 1.71903], [-7.97519, 6.50208, 0.95019], [-9.28458, 8.68123, 2.75386], [-9.28739, 8.60874, 1.03614], [-7.75936, 8.86428, 1.80041], [5.54551, 6.73614, 3.44997], [5.49494, 5.26073, 3.73071], [4.24655, 4.69303, 4.29564], [4.47305, 3.34798, 4.82929], [4.79822, 2.32983, 3.74717], [3.13330, 4.80408, 3.36108], [1.79735, 4.25267, 3.90465], [5.21252, 7.29627, 4.32373], [4.85780, 7.07080, 2.67334], [6.55180, 7.11001, 3.26101], [5.71185, 4.82993, 2.75323], [6.34149, 5.08612, 4.39475], [5.24464, 3.30884, 5.59819], [3.57145, 3.07287, 5.37659], [5.71787, 2.55037, 3.20523], [4.84021, 1.30711, 4.12185], [4.00138, 2.37908, 3.00506], [3.33114, 4.32692, 2.40125], [3.01831, 5.87949, 3.22557], [1.56584, 4.53417, 4.93191], [1.65153, 3.17575, 3.82064], [1.01082, 4.64155, 3.25793], [1.15304, 2.53121, -9.26868], [1.25275, 1.15556, -9.75832], [0.42639, 0.66976, -10.51084], [2.35768, 0.25913, -9.20593], [2.03956, 3.09732, -9.55451], [0.93390, 2.48505, -8.20193], [0.32440, 2.99893, -9.80037], [2.23819, -0.71010, -9.69008], [2.20420, 0.20279, -8.12826], [3.34850, 0.64196, -9.45049], [-1.83138, -2.59543, 8.07775], [-2.13923, -2.20335, 6.65958], [-1.28611, -2.18615, 5.77056], [-3.54446, -1.66997, 6.30378], [-2.49052, -2.04411, 8.74833], [-0.78087, -2.38954, 8.28300], [-1.99461, -3.65973, 8.24725], [-4.27164, -2.46661, 6.46086], [-3.59271, -1.34928, 5.26314], [-3.70168, -0.72146, 6.81732], [2.89118, -6.40416, 5.24889], [4.10411, -6.15690, 6.11308], [5.18296, -5.73906, 5.69185], [3.91138, -6.41261, 7.56213], [2.03904, -6.33738, 5.92528], [2.97203, -7.47071, 5.03907], [2.74654, -5.82835, 4.33476], [3.35944, -5.55703, 7.95128], [4.88347, -6.42246, 8.05513], [3.43196, -7.37622, 7.73453], [-1.78061, 6.46360, -2.46200], [-1.00713, 6.96698, -3.72825], [-1.51540, 6.78305, -4.82940], [0.32560, 7.62574, -3.48463], [-1.16738, 5.70723, -1.97215], [-2.72388, 6.06852, -2.83919], [-2.02875, 7.31998, -1.83498], [1.11315, 6.88305, -3.35717], [0.29196, 8.20025, -2.55894], [0.65964, 8.24782, -4.31502], [1.79214, -2.00187, -1.03031], [0.84694, -0.82673, -1.24886], [1.08943, 0.07928, -1.96227], [-0.50960, -0.98232, -0.58276], [1.73081, -2.38073, -0.01011], [2.81384, -1.70848, -1.27148], [1.44735, -2.81703, -1.66648], [-1.21371, -0.32302, -1.09036], [-0.44659, -0.57842, 0.42769], [-0.83867, -2.01395, -0.45802], [-2.10730, -4.59779, -8.58196], [-2.23945, -4.08406, -7.19444], [-1.91789, -4.69299, -6.16477], [-2.81497, -2.68935, -7.03803], [-1.77225, -3.80827, -9.25465], [-3.09787, -4.90708, -8.91543], [-1.39738, -5.42443, -8.55408], [-2.88273, -2.20218, -8.01075], [-2.16771, -2.19004, -6.31702], [-3.80447, -2.78228, -6.59042], [4.16426, -6.29638, -6.72723], [3.51197, -7.30408, -7.61353], [3.54516, -7.21358, -8.83143], [2.69384, -8.40176, -6.85379], [4.40026, -6.76997, -5.77428], [3.54584, -5.41328, -6.56660], [5.09978, -6.03862, -7.22367], [2.12201, -9.01863, -7.54702], [2.05230, -7.91067, -6.12211], [3.30260, -9.17380, -6.38318], [3.45926, -11.81066, 0.81837], [3.65837, -11.42235, -0.61072], [3.83020, -12.25776, -1.50398], [3.66229, -9.92662, -0.85600], [2.95640, -12.77375, 0.73065], [2.84201, -11.09342, 1.35936], [4.38434, -11.90717, 1.38672], [4.34912, -9.69914, -1.67123], [3.96994, -9.33369, 0.00532], [2.65162, -9.60516, -1.10764]], "forces_ev_per_angstrom": [[-1.02, -0.27, 0.01], [0.40, 0.20, 0.03], [-0.50, 0.57, -0.09], [-0.27, -0.17, 0.05], [0.39, 0.26, -0.83], [0.11, 1.34, 1.03], [-0.35, -0.65, -0.97], [-0.02, -0.22, -0.14], [0.20, 0.34, 0.03], [0.45, -0.18, 0.25], [0.07, -0.26, -0.12], [0.14, -0.15, 0.04], [0.53, -0.08, -0.12], [-0.65, -0.04, -0.17], [-0.19, -0.13, 0.53], [0.13, -0.07, 0.15], [-0.12, -0.29, -0.18], [-0.15, 0.03, 0.30], [0.53, 0.07, -0.18], [0.33, -0.26, 0.28], [-0.03, 0.02, -0.19], [0.00, -0.07, 0.29], [-1.10, 1.29, 0.82], [-0.06, -0.19, -0.36], [1.23, 0.47, 0.38], [-0.19, -0.16, -0.15], [-0.42, -0.14, -0.30], [-0.40, -0.02, 1.16], [-0.13, 0.10, -0.52], [-0.02, 0.03, 0.31], [0.23, -0.16, -0.34], [0.01, -0.34, -0.33], [0.24, -0.72, -0.13], [-0.21, -0.57, 0.16], [0.23, 0.60, -0.07], [-0.16, -0.20, -0.18], [0.12, 0.01, 0.23], [0.06, 0.03, 0.07], [-0.05, -0.28, -0.12], [0.14, 0.02, -0.37], [-0.16, -0.06, -0.37], [0.23, 0.19, -0.03], [0.51, -0.16, 0.09], [-0.13, 0.24, 0.08], [-0.55, 0.93, -0.56], [-0.19, -2.05, -0.58], [0.35, 0.44, 0.21], [-0.47, 0.24, -0.60], [0.22, 0.01, 0.63], [0.37, 0.41, 0.08], [-0.12, 0.04, 0.24], [0.04, -0.02, 0.29], [0.32, -0.14, 0.06], [0.02, 0.15, 0.27], [-0.07, 0.08, -0.04], [0.57, 1.00, -2.32], [-0.87, -0.40, 1.56], [0.91, -0.15, -0.23], [0.13, -0.05, 0.14], [-0.10, 0.05, 0.02], [-0.12, -0.06, -0.13], [-0.34, 0.43, 0.41], [0.33, -0.52, -0.15], [-0.45, -0.38, 0.72], [-0.03, -0.50, 0.77], [1.79, 1.33, -1.34], [-1.58, -0.64, 0.28], [0.68, -0.21, 0.48], [-0.31, 0.21, -0.33], [-0.14, -0.17, -0.43], [0.39, 0.00, 0.24], [-0.38, -0.26, 0.21], [-0.03, 0.02, -0.06], [-0.39, 0.23, 0.16], [0.34, 0.64, -1.60], [-1.52, -0.86, -0.37], [1.11, 0.53, 1.28], [0.20, 0.16, -0.16], [-0.20, 0.12, 0.31], [0.17, -0.29, 0.16], [0.34, -0.13, 0.33], [-0.13, -0.30, 0.11], [0.01, 0.08, -0.05], [-0.32, 0.04, -0.01], [0.06, 0.45, 0.17], [-0.92, -2.74, 1.27], [0.73, 1.97, -1.29], [0.07, 0.71, 0.31], [0.04, 0.11, 0.07], [-0.08, -0.18, -0.07], [0.10, 0.00, -0.19], [-0.17, -0.39, -0.14], [0.21, 0.01, 0.22], [-0.03, 0.06, -0.35], [0.46, -0.40, 0.16], [0.16, 0.04, 2.48], [-0.36, 0.56, -2.15], [0.12, -0.56, -0.11], [0.06, -0.06, 0.02], [0.00, -0.20, -0.10], [-0.23, -0.11, -0.35], [0.01, 0.33, 0.29], [-0.13, 0.33, -0.21], [-0.05, 0.08, -0.03], [0.88, -0.35, 0.06], [-1.34, -0.76, -0.70], [0.01, -0.36, 1.39], [0.39, 0.05, -1.20], [-0.06, 0.23, 0.14], [-0.02, -0.07, -0.09], [-0.04, 0.41, 0.13], [-0.33, 0.51, -0.21], [0.02, -0.15, 0.06], [0.48, 0.49, 0.43], [-0.70, -0.71, -0.02], [0.93, -0.41, -1.15], [-0.43, 1.64, 1.58], [0.36, -0.02, -0.49], [0.08, -0.13, 0.64], [-0.10, -0.01, -0.11], [0.17, -0.08, -0.29], [-0.26, 0.02, -0.17], [-0.01, -0.28, 0.18], [-0.05, -0.01, -0.18]], "mulliken_charge": [-0.972, -0.834, 0.022, -0.426, -1.339, -0.434, -1.349, 0.261, 0.275, 0.392, 0.463, 0.376, 0.376, 0.403, 0.290, 0.422, 0.306, 0.393, 0.283, 0.317, 0.434, 0.343, -1.473, -0.295, -0.035, -0.622, -0.987, -0.348, -1.443, 0.373, 0.317, 0.402, 0.288, 0.377, 0.376, 0.334, 0.266, 0.394, 0.242, 0.358, 0.391, 0.354, 0.310, 0.421, -1.029, 0.786, -0.563, -0.973, 0.322, 0.295, 0.285, 0.271, 0.284, 0.322, -0.988, 0.753, -0.570, -1.002, 0.309, 0.319, 0.273, 0.305, 0.294, 0.308, -0.976, 0.744, -0.568, -1.034, 0.308, 0.267, 0.326, 0.276, 0.318, 0.341, -0.962, 0.762, -0.555, -1.041, 0.295, 0.275, 0.316, 0.282, 0.307, 0.321, -1.029, 0.751, -0.531, -1.042, 0.336, 0.305, 0.275, 0.335, 0.278, 0.324, -1.015, 0.752, -0.600, -0.893, 0.331, 0.276, 0.297, 0.297, 0.283, 0.273, -0.923, 0.736, -0.558, -1.080, 0.297, 0.257, 0.314, 0.316, 0.312, 0.329, -0.982, 0.718, -0.569, -0.987, 0.309, 0.328, 0.271, 0.312, 0.331, 0.269], "max_force_ha_per_bohr": 0.061, "homo_ev": -8.22, "smiles": "CCN(CC)CC.CCN(CC)CC.CC(C)=O.CC(C)=O.CC(C)=O.CC(C)=O.CC(C)=O.CC(C)=O.CC(C)=O.CC(C)=O", "homo_lumo_gap_ev": 8.427}